{
  "formula": "C21H34Cl2F4N2O22PS6",
  "method": "the ωB97M-V functional and the def2-TZVPD basis",
  "symbols": ["C", "C", "Cl", "C", "Cl", "P", "C", "C", "O", "C", "C", "S", "C", "N", "N", "C", "O", "C", "F", "F", "C", "F", "F", "H", "H", "H", "H", "H", "H", "H", "H", "H", "H", "H", "H", "H", "H", "C", "C", "O", "S", "O", "O", "O", "H", "H", "H", "H", "C", "C", "O", "S", "O", "O", "O", "H", "H", "H", "H", "C", "C", "O", "S", "O", "O", "O", "H", "H", "H", "H", "C", "C", "O", "S", "O", "O", "O", "H", "H", "H", "H", "C", "C", "O", "S", "O", "O", "O", "H", "H", "H", "H"],
  "coordinates": [[7.221, 1.143, -0.582], [8.115, 2.098, -1.360], [9.276, 1.072, -2.278], [7.446, 3.014, -2.417], [8.225, 4.631, -2.328], [5.665, 3.360, -2.195], [4.708, 1.870, -2.583], [5.529, 0.899, -3.447], [5.857, 1.209, -4.548], [5.305, 4.137, -0.616], [3.819, 4.379, -0.254], [3.088, 3.041, 0.721], [2.092, 2.226, -0.441], [1.556, 1.065, -0.298], [0.849, 0.813, -1.466], [1.007, 1.836, -2.222], [1.783, 2.798, -1.643], [5.211, 4.646, -3.504], [5.913, 4.377, -4.617], [5.573, 5.861, -3.044], [3.669, 4.684, -3.850], [3.218, 5.937, -3.611], [3.502, 4.401, -5.149], [6.888, 0.295, -1.175], [6.354, 1.616, -0.116], [7.811, 0.729, 0.234], [8.744, 2.694, -0.707], [7.608, 2.678, -3.439], [3.817, 2.088, -3.168], [4.382, 1.362, -1.672], [5.776, -0.090, -3.036], [5.780, 3.612, 0.211], [5.782, 5.120, -0.673], [3.801, 5.252, 0.396], [3.167, 4.618, -1.090], [0.603, 1.959, -3.214], [3.060, 4.008, -3.248], [-3.292, 0.370, -1.271], [-2.426, 0.212, -0.039], [-3.358, 0.067, 1.038], [-4.660, -0.700, 0.512], [-4.515, -2.080, 0.828], [-5.814, 0.024, 0.866], [-4.376, -0.534, -1.058], [-3.693, 1.383, -1.354], [-2.768, 0.109, -2.187], [-1.784, 1.071, 0.138], [-1.815, -0.693, -0.096], [-2.524, -3.607, 2.804], [-2.438, -5.117, 2.795], [-1.135, -5.383, 2.239], [-0.119, -4.237, 2.684], [0.629, -4.686, 3.802], [0.525, -3.740, 1.515], [-1.194, -3.181, 3.171], [-2.758, -3.218, 1.816], [-3.242, -3.222, 3.521], [-3.208, -5.577, 2.184], [-2.474, -5.536, 3.803], [2.743, -4.640, -0.729], [2.013, -5.945, -0.522], [1.641, -6.362, -1.846], [2.757, -5.893, -2.888], [3.648, -6.964, -3.148], [2.118, -5.190, -3.942], [3.503, -4.846, -1.932], [2.047, -3.816, -0.891], [3.405, -4.398, 0.098], [1.131, -5.835, 0.100], [2.669, -6.706, -0.096], [-10.965, -2.326, 0.842], [-9.898, -3.352, 0.525], [-8.964, -2.641, -0.294], [-8.897, -1.106, 0.161], [-7.793, -0.913, 1.020], [-9.089, -0.297, -0.988], [-10.240, -1.107, 1.037], [-11.653, -2.191, 0.005], [-11.528, -2.569, 1.740], [-10.287, -4.211, -0.014], [-9.383, -3.689, 1.427], [-3.728, 3.375, 5.698], [-4.622, 2.175, 5.928], [-5.042, 1.795, 4.611], [-3.880, 2.094, 3.560], [-3.138, 0.911, 3.315], [-4.418, 2.857, 2.494], [-3.002, 3.054, 4.503], [-4.311, 4.280, 5.517], [-3.036, 3.546, 6.518], [-5.488, 2.404, 6.541], [-4.072, 1.341, 6.370]],
  "homo_lumo_gap_ev": 8.35,
  "lumo_ha": -0.126,
  "total_charge": 1,
  "homo_ha": -0.4333
}

---

{
  "formula": "C31H41N2",
  "method": "the ωB97M-V functional and the def2-TZVPD basis",
  "symbols": ["C", "C", "C", "N", "C", "C", "C", "C", "C", "C", "C", "C", "H", "H", "H", "H", "H", "H", "H", "H", "H", "H", "H", "H", "H", "H", "H", "H", "H", "H", "H", "C", "C", "C", "C", "C", "N", "C", "C", "C", "C", "C", "C", "C", "C", "C", "C", "C", "C", "C", "C", "C", "H", "H", "H", "H", "H", "H", "H", "H", "H", "H", "H", "H", "H", "H", "H", "H", "H", "H", "H", "H", "H", "H"],
  "coordinates": [[-3.670, -2.687, 2.110], [-4.697, -1.712, 2.666], [-4.694, -0.402, 1.884], [-3.371, 0.198, 1.742], [-3.269, 1.506, 1.304], [-2.060, 2.163, 1.259], [-1.889, 3.542, 0.731], [-3.190, 4.352, 0.570], [-4.312, 3.464, 0.040], [-4.553, 2.244, 0.933], [-2.292, -0.719, 1.374], [-2.300, -2.029, 2.157], [-3.669, -3.609, 2.695], [-3.928, -2.941, 1.073], [-5.702, -2.139, 2.604], [-4.485, -1.507, 3.723], [-5.114, -0.609, 0.880], [-5.368, 0.301, 2.390], [-1.146, 1.698, 1.636], [-1.195, 4.105, 1.365], [-1.407, 3.499, -0.258], [-3.482, 4.767, 1.541], [-3.029, 5.199, -0.107], [-5.235, 4.045, -0.061], [-4.037, 3.117, -0.963], [-5.274, 1.592, 0.416], [-5.058, 2.596, 1.850], [-2.371, -0.967, 0.295], [-1.322, -0.228, 1.513], [-2.016, -1.829, 3.198], [-1.542, -2.693, 1.729], [0.963, -3.640, -2.349], [0.275, -2.322, -2.700], [-0.327, -2.413, -4.106], [-0.842, -2.017, -1.703], [1.310, -1.199, -2.671], [1.606, -0.459, -3.758], [2.574, 0.508, -3.473], [2.894, 0.382, -2.113], [3.752, 1.312, -1.541], [4.345, 2.291, -2.348], [4.049, 2.370, -3.718], [3.130, 1.478, -4.298], [2.100, -0.735, -1.572], [2.064, -1.191, -0.257], [2.955, -0.780, 0.799], [4.374, -0.739, 0.667], [5.171, -0.279, 1.710], [4.596, 0.160, 2.908], [5.458, 0.740, 3.987], [3.209, 0.057, 3.079], [2.405, -0.429, 2.060], [1.388, -3.625, -1.341], [0.247, -4.471, -2.412], [1.777, -3.838, -3.058], [-0.847, -1.485, -4.379], [0.435, -2.654, -4.858], [-1.071, -3.219, -4.125], [-1.311, -1.051, -1.935], [-1.618, -2.796, -1.749], [-0.485, -1.969, -0.670], [1.188, -0.565, -4.679], [3.946, 1.261, -0.474], [5.042, 2.995, -1.894], [4.533, 3.136, -4.323], [2.853, 1.519, -5.351], [1.290, -1.917, 0.000], [4.835, -1.050, -0.275], [6.257, -0.224, 1.594], [4.868, 0.954, 4.883], [6.271, 0.061, 4.267], [5.932, 1.677, 3.668], [2.766, 0.372, 4.026], [1.323, -0.524, 2.192]],
  "relative_energy_ev": 0.000,
  "homo_lumo_gap_ev": 4.38,
  "lumo_ha": -0.173,
  "total_charge": 1,
  "homo_ha": -0.3337
}

---

{
  "formula": "C3H5MgO4",
  "method": "the ωB97M-V functional and the def2-TZVPD basis",
  "symbols": ["O", "C", "O", "O", "H", "C", "O", "C", "H", "H", "H", "H", "Mg"],
  "coordinates": [[1.801, -2.843, 3.499], [1.232, -2.110, 2.728], [0.016, -2.037, 2.357], [1.937, -1.112, 2.024], [2.886, -1.093, 2.188], [-0.799, 2.047, -0.225], [-0.073, 1.212, 0.309], [-2.148, 1.788, -0.751], [-2.120, 2.079, -1.818], [-0.427, 3.087, -0.276], [-2.457, 0.744, -0.650], [-2.846, 2.492, -0.269], [0.197, -0.588, 1.012]],
  "relative_energy_ev": 0.000,
  "homo_lumo_gap_ev": 8.83,
  "lumo_ha": -0.188,
  "total_charge": 1,
  "homo_ha": -0.5125
}

---

{
  "formula": "C29H36LuN2OP2",
  "method": "the ωB97M-V functional and the def2-TZVPD basis",
  "symbols": ["C", "C", "C", "C", "C", "C", "C", "C", "C", "C", "C", "C", "C", "H", "H", "H", "H", "H", "H", "H", "N", "Lu", "C", "H", "H", "C", "H", "H", "P", "P", "C", "H", "H", "H", "C", "H", "H", "H", "C", "H", "H", "H", "C", "H", "H", "H", "C", "O", "H", "C", "N", "C", "C", "C", "C", "C", "C", "C", "C", "H", "H", "H", "H", "H", "H", "H", "H", "H", "H", "H", "H"],
  "coordinates": [[-2.119, -0.027, -4.705], [-2.048, 0.725, -3.537], [-3.043, 0.529, -2.542], [-4.076, -0.475, -2.709], [-4.098, -1.209, -3.929], [-3.137, -0.973, -4.906], [-4.974, -0.673, -1.653], [-4.864, 0.060, -0.464], [-3.818, 1.060, -0.379], [-3.621, 1.812, 0.810], [-4.465, 1.581, 1.891], [-5.496, 0.632, 1.823], [-5.702, -0.123, 0.673], [-1.355, 0.120, -5.474], [-4.878, -1.966, -4.079], [-3.167, -1.543, -5.839], [-5.768, -1.419, -1.754], [-4.312, 2.153, 2.811], [-6.145, 0.477, 2.689], [-6.502, -0.873, 0.627], [-2.968, 1.274, -1.412], [0.153, 0.030, -0.019], [-0.906, 1.686, -3.242], [-1.290, 2.543, -2.666], [-0.429, 2.022, -4.160], [-2.450, 2.780, 0.856], [-2.348, 3.266, -0.127], [-2.585, 3.526, 1.637], [0.445, 0.926, -2.248], [-0.828, 1.979, 1.213], [-0.972, 1.615, 2.987], [-0.015, 1.246, 3.383], [-1.262, 2.530, 3.528], [-1.729, 0.837, 3.154], [0.279, 3.416, 1.167], [-0.083, 4.182, 1.864], [1.298, 3.135, 1.449], [0.310, 3.841, 0.153], [1.084, -0.361, -3.354], [1.297, 0.076, -4.342], [2.007, -0.790, -2.931], [0.351, -1.172, -3.456], [1.726, 2.206, -2.295], [2.635, 1.866, -1.781], [1.970, 2.439, -3.338], [1.373, 3.121, -1.793], [-0.343, -1.240, 1.476], [-0.566, -2.001, 2.245], [-1.509, -0.482, -0.522], [4.199, -2.425, -0.274], [3.536, -2.788, 0.980], [4.447, -3.280, 1.996], [2.480, -1.828, 1.420], [2.892, -0.369, 1.544], [3.982, -0.121, 2.400], [4.604, 1.134, 2.398], [4.164, 2.089, 1.519], [3.044, 1.847, 0.720], [2.315, 0.668, 0.823], [4.923, -3.198, -0.561], [4.755, -1.463, -0.153], [3.476, -2.319, -1.093], [5.297, -2.571, 2.147], [3.934, -3.465, 2.946], [4.899, -4.225, 1.665], [1.725, -1.907, 0.597], [2.022, -2.216, 2.358], [4.392, -0.894, 3.062], [5.443, 1.304, 3.072], [4.681, 3.058, 1.490], [2.742, 2.726, 0.087]],
  "homo_lumo_gap_ev": 6.25,
  "lumo_ha": -0.148,
  "total_charge": 1,
  "homo_ha": -0.3777
}

---

{
  "formula": "C32H24ClF3N5O16P2S2W",
  "method": "the ωB97M-V functional and the def2-TZVPD basis",
  "symbols": ["W", "O", "N", "O", "C", "C", "C", "C", "C", "C", "N", "C", "C", "N", "C", "C", "C", "C", "H", "H", "H", "H", "H", "H", "H", "C", "C", "C", "C", "C", "C", "C", "S", "O", "O", "N", "C", "C", "C", "C", "C", "N", "H", "H", "H", "H", "H", "H", "H", "H", "H", "H", "H", "O", "P", "O", "O", "O", "P", "O", "O", "O", "H", "H", "Cl", "C", "C", "C", "C", "C", "C", "C", "O", "O", "H", "H", "H", "H", "F", "C", "F", "F", "S", "O", "O", "O"],
  "coordinates": [[0.160, -0.407, 0.040], [-3.729, -3.010, -6.529], [-2.994, -3.446, -5.672], [-2.590, -4.587, -5.600], [-2.555, -2.504, -4.618], [-3.403, -1.508, -4.316], [-3.087, -0.577, -3.279], [-3.920, 0.518, -3.008], [-3.527, 1.413, -2.054], [-2.363, 1.158, -1.331], [-1.589, 0.096, -1.509], [-1.913, -0.741, -2.535], [-0.994, -1.776, -2.913], [0.166, -1.802, -2.241], [1.090, -2.662, -2.599], [0.904, -3.568, -3.649], [-0.284, -3.585, -4.324], [-1.285, -2.661, -3.963], [-4.328, -1.405, -4.866], [-4.835, 0.650, -3.570], [-4.100, 2.298, -1.821], [-2.074, 1.861, -0.574], [2.016, -2.647, -2.044], [1.698, -4.254, -3.904], [-0.456, -4.290, -5.121], [-0.746, -0.300, 7.584], [-0.993, 0.059, 6.150], [-1.005, 1.392, 5.735], [-1.187, 1.728, 4.409], [-1.325, 0.709, 3.467], [-1.352, -0.626, 3.861], [-1.193, -0.934, 5.199], [-1.660, 1.055, 1.783], [-2.746, 1.974, 1.695], [-1.780, -0.284, 1.122], [-0.409, 1.481, 0.831], [-0.003, 2.836, 0.629], [-0.208, 3.819, 1.591], [0.170, 5.116, 1.296], [0.746, 5.398, 0.067], [0.897, 4.351, -0.823], [0.517, 3.103, -0.557], [-0.936, 0.542, 8.247], [0.295, -0.604, 7.712], [-1.370, -1.138, 7.892], [-0.889, 2.180, 6.468], [-1.247, 2.769, 4.140], [-1.473, -1.419, 3.139], [-1.194, -1.974, 5.497], [-0.667, 3.596, 2.536], [0.016, 5.898, 2.028], [1.061, 6.396, -0.196], [1.335, 4.512, -1.801], [3.863, -2.764, 0.096], [2.529, -2.413, 0.858], [1.803, -3.512, 1.474], [1.766, -1.565, -0.223], [3.011, -1.287, 1.925], [1.883, -0.639, 2.859], [2.254, 0.897, 2.909], [1.680, -1.254, 4.157], [0.636, -0.697, 1.859], [4.227, -3.613, 0.382], [2.473, 1.155, 3.815], [6.455, 3.618, -3.874], [5.156, 2.847, -3.046], [4.016, 2.493, -3.759], [2.974, 1.877, -3.094], [3.082, 1.625, -1.727], [4.229, 1.983, -1.021], [5.274, 2.596, -1.684], [1.986, 0.999, -1.022], [1.947, 0.806, 0.225], [0.940, 0.541, -1.616], [3.958, 2.703, -4.818], [2.074, 1.595, -3.624], [4.292, 1.776, 0.039], [6.176, 2.882, -1.162], [-3.695, -4.354, 0.530], [-3.002, -3.350, 0.021], [-3.582, -2.199, 0.352], [-3.002, -3.448, -1.312], [-1.275, -3.452, 0.662], [-0.694, -4.558, -0.005], [-1.361, -3.348, 2.076], [-0.736, -2.137, 0.043]],
  "relative_energy_ev": 1.637,
  "homo_lumo_gap_ev": 7.07,
  "lumo_ha": -0.179,
  "total_charge": 1,
  "homo_ha": -0.4391
}

---

{
  "formula": "C3H5ClN2O",
  "method": "the ωB97M-V functional and the def2-TZVPD basis",
  "symbols": ["N", "N", "C", "O", "C", "C", "Cl", "H", "H", "H", "H", "H"],
  "coordinates": [[0.861, 1.320, -0.031], [0.598, -0.076, -0.161], [1.655, -0.974, -0.004], [2.815, -0.663, -0.008], [-0.682, -0.555, -0.043], [-1.741, 0.231, -0.008], [-3.327, -0.422, -0.022], [0.336, 1.766, -0.740], [0.654, 1.747, 0.885], [1.353, -2.044, 0.117], [-0.811, -1.642, -0.043], [-1.708, 1.313, 0.059]],
  "relative_energy_ev": 2.014,
  "smiles": "NN(C=O)/C=C/Cl",
  "homo_lumo_gap_ev": 9.56,
  "lumo_ha": 0.024,
  "homo_ha": -0.3275
}

---

{
  "formula": "C18H41Cl36NO6P2",
  "method": "the ωB97M-V functional and the def2-TZVPD basis",
  "symbols": ["N", "P", "O", "O", "O", "P", "O", "O", "O", "H", "H", "H", "H", "H", "C", "Cl", "Cl", "H", "H", "C", "Cl", "Cl", "H", "H", "C", "Cl", "Cl", "H", "H", "C", "Cl", "Cl", "H", "H", "C", "Cl", "Cl", "H", "H", "C", "Cl", "Cl", "H", "H", "C", "Cl", "Cl", "H", "H", "C", "Cl", "Cl", "H", "H", "C", "Cl", "Cl", "H", "H", "C", "Cl", "Cl", "H", "H", "C", "Cl", "Cl", "H", "H", "C", "Cl", "Cl", "H", "H", "C", "Cl", "Cl", "H", "H", "C", "Cl", "Cl", "H", "H", "C", "Cl", "Cl", "H", "H", "C", "Cl", "Cl", "H", "H", "C", "Cl", "Cl", "H", "H", "C", "Cl", "Cl", "H", "H"],
  "coordinates": [[-6.382, 1.238, -0.178], [-7.255, 2.044, -1.134], [-6.790, 1.848, -2.640], [-7.164, 3.602, -0.814], [-8.820, 1.569, -0.904], [-9.931, 2.278, -1.820], [-9.556, 2.530, -3.193], [-11.170, 1.300, -1.724], [-10.366, 3.599, -1.069], [-5.685, 0.718, -0.699], [-6.171, 2.559, -2.869], [-8.039, 4.027, -0.784], [-10.893, 0.492, -1.259], [-10.574, 4.261, -1.747], [-3.165, 1.382, 1.618], [-2.304, 2.681, 2.458], [-2.743, 1.306, -0.095], [-2.899, 0.438, 2.079], [-4.232, 1.558, 1.696], [-4.482, -2.653, -0.689], [-3.061, -3.219, 0.197], [-4.151, -1.139, -1.549], [-4.768, -3.411, -1.410], [-5.284, -2.483, 0.015], [0.807, -1.702, 1.322], [-0.566, -1.091, 2.260], [1.097, -3.423, 1.591], [0.593, -1.552, 0.273], [1.697, -1.151, 1.606], [1.642, -5.070, -2.433], [0.283, -4.479, -1.484], [1.974, -6.784, -2.116], [1.406, -4.955, -3.485], [2.522, -4.492, -2.179], [2.258, -0.792, -2.706], [3.502, -1.890, -2.091], [0.633, -1.276, -2.201], [2.462, 0.200, -2.322], [2.297, -0.791, -3.788], [1.178, 3.278, -2.855], [2.942, 3.174, -2.891], [0.464, 1.900, -2.003], [0.895, 4.189, -2.343], [0.810, 3.288, -3.874], [5.305, 1.171, -0.201], [5.588, 0.810, -1.912], [3.612, 0.943, 0.272], [5.919, 0.508, 0.389], [5.578, 2.203, -0.015], [5.381, -6.048, -0.559], [5.089, -4.312, -0.742], [6.043, -6.437, 1.034], [4.440, -6.569, -0.682], [6.090, -6.360, -1.315], [6.020, 2.244, 3.733], [6.407, 3.502, 2.545], [6.025, 0.639, 3.001], [6.762, 2.268, 4.520], [5.034, 2.440, 4.139], [-3.339, -4.304, -4.097], [-3.581, -5.859, -3.289], [-2.080, -3.347, -3.315], [-3.054, -4.489, -5.127], [-4.270, -3.746, -4.059], [-8.308, -2.981, -1.405], [-8.442, -1.220, -1.446], [-7.702, -3.532, 0.161], [-9.285, -3.418, -1.572], [-7.619, -3.295, -2.180], [10.181, 2.990, 2.232], [10.046, 1.450, 3.094], [11.366, 4.066, 2.984], [10.494, 2.788, 1.215], [9.214, 3.479, 2.238], [-5.458, -5.364, -7.262], [-3.712, -5.644, -7.306], [-6.308, -6.641, -6.388], [-5.645, -4.420, -6.765], [-5.827, -5.333, -8.280], [-2.008, -1.709, 5.717], [-3.334, -2.667, 6.388], [-2.568, -0.175, 5.039], [-1.290, -1.491, 6.499], [-1.533, -2.278, 4.926], [5.268, 1.370, 7.452], [6.787, 1.039, 6.606], [5.490, 2.533, 8.762], [4.552, 1.774, 6.745], [4.901, 0.443, 7.869], [3.443, 7.126, -4.295], [4.649, 5.981, -3.703], [1.792, 6.648, -3.871], [3.641, 8.095, -3.854], [3.518, 7.180, -5.374], [2.179, -2.144, 5.783], [0.872, -2.356, 6.956], [3.425, -1.048, 6.395], [2.627, -3.110, 5.585], [1.767, -1.725, 4.871], [6.501, 7.125, 2.104], [6.094, 6.795, 0.415], [8.047, 6.402, 2.559], [6.565, 8.197, 2.245], [5.726, 6.705, 2.734]],
  "homo_lumo_gap_ev": 9.39,
  "lumo_ha": 0.002,
  "homo_ha": -0.3437
}